Computed, not measured: a structure of composition C29H23Cl2N12O3PTa, with ωB97M-V/def2-TZVPD.

ORCA input file:
```
! RIJCOSX wB97M-V def2-TZVPD def2/J DEFGRID3
* xyz 1 1
Ta 0.16950 0.11051 -0.14614
O 0.44740 -1.83816 2.29919
N -0.31243 -1.93882 1.13686
C -1.04896 -2.97034 1.08570
C -2.07392 -3.32938 0.10321
C -2.55952 -4.62981 0.24673
C -3.58864 -5.10390 -0.54805
C -4.15775 -4.26880 -1.49475
C -3.67689 -2.97748 -1.65201
C -2.63896 -2.48943 -0.85987
P -2.06935 -0.82557 -1.27073
C -1.91735 -0.94380 -3.07739
C -2.59997 -0.09388 -3.93862
C -2.44920 -0.23530 -5.31303
C -1.61867 -1.21487 -5.82991
C -0.94270 -2.07448 -4.97109
C -1.09484 -1.94225 -3.60259
C -3.36954 0.38436 -0.94936
C -4.59575 0.03686 -0.39510
C -5.53282 1.02332 -0.12215
C -5.24457 2.35294 -0.38999
C -4.01674 2.70497 -0.93702
C -3.07802 1.72489 -1.21629
H 0.12832 -2.50840 2.92317
H -0.95535 -3.67390 1.91261
H -2.12827 -5.27605 1.00133
H -3.94557 -6.11668 -0.42059
H -4.97102 -4.61775 -2.11663
H -4.10946 -2.34247 -2.41522
H -3.25714 0.67532 -3.55755
H -2.98737 0.42672 -5.97850
H -1.50076 -1.31959 -6.90033
H -0.30346 -2.85206 -5.36777
H -0.58293 -2.63358 -2.94541
H -4.81517 -0.99299 -0.14520
H -6.48305 0.75101 0.31698
H -5.97564 3.11872 -0.16699
H -3.78824 3.74164 -1.14679
H -2.12813 2.01211 -1.65388
N -0.92811 2.69042 2.22211
C -0.34865 3.11658 1.05859
N -0.12280 4.37591 0.79430
N 0.44425 4.34547 -0.44167
N 0.55953 3.16578 -0.87235
N 0.06465 2.28378 0.08537
C -1.57258 1.48516 2.23934
N -2.56770 1.22677 3.04449
N -2.96177 -0.02230 2.68039
N -2.25867 -0.48065 1.74069
N -1.28638 0.46512 1.40320
H -1.29907 3.40627 2.83105
N 3.46292 3.64713 4.25166
C 3.36516 2.67928 3.64279
C 3.23570 1.46728 2.87406
C 4.20596 0.47941 2.89812
C 3.98677 -0.65729 2.14558
C 2.83034 -0.76537 1.40373
N 1.88232 0.19614 1.35752
C 2.10308 1.29577 2.09554
H 5.10108 0.60176 3.49302
H 4.70376 -1.46476 2.12256
H 2.64993 -1.64917 0.82030
H 1.36121 2.06837 2.09663
Cl 0.58535 1.92776 -4.74020
C 1.75170 1.84619 -3.42531
C 1.21853 1.20212 -2.19892
O 1.93990 0.93023 -1.20868
O -0.01454 0.82354 -2.07003
H 2.05818 2.85161 -3.14077
H 2.62722 1.28423 -3.74750
Cl 1.22290 -1.73256 -1.12357
*
```

Summary:
Frontier orbital gap ... 7.33 eV
LUMO level ... -0.1638 Ha
E ... -90350.4443 eV
HOMO energy ... -11.7901 eV
Molar mass ... 870.412 g/mol



Computed, not measured: a structure of composition C25H45NP2ReS in a non-equilibrium geometry, with ωB97M-V/def2-TZVPD.

ORCA input file:
```
! RIJCOSX wB97M-V def2-TZVPD def2/J DEFGRID3
* xyz 2 4
Re 0.22827 0.19226 -0.16152
C 2.27813 0.30680 0.31317
C 2.05530 0.72835 -1.03531
C 0.85026 2.10112 0.37878
C 1.64342 1.22767 1.17756
C 1.16554 1.85383 -1.00155
C 3.35580 -0.66323 0.74099
H 3.45294 -1.48008 0.02045
H 3.16774 -1.05915 1.74476
H 4.27640 -0.07416 0.74583
C 2.04076 1.43728 2.59287
H 2.65336 0.61975 2.95466
H 1.29544 1.49571 3.37118
H 2.53268 2.39417 2.69798
C 0.06972 3.33012 0.79861
H 0.71746 4.21262 0.72556
H -0.24883 3.22942 1.84866
H -0.83265 3.50973 0.19233
C 0.93634 2.86649 -2.11038
H 1.79132 3.56741 -2.07330
H 0.01651 3.44370 -1.92086
H 0.87686 2.38016 -3.09368
C 3.08569 0.45515 -2.11174
H 4.01768 0.99204 -1.82837
H 2.71459 0.77665 -3.08983
H 3.29182 -0.61888 -2.15296
C -0.33157 -2.77500 -2.54078
C 0.97035 -2.65302 -2.58154
C 1.75743 -2.92700 -3.83664
C 1.62318 -1.88302 -4.99042
C 0.70076 -0.70481 -4.79405
C -0.62879 -0.87039 -4.79389
C -1.24195 -2.24584 -4.93891
C -1.12820 -3.24166 -3.73645
H 1.48647 -3.91112 -4.24273
H 1.29248 -2.43584 -5.87623
H 2.81554 -3.00436 -3.57938
H -0.71119 -4.18897 -4.12109
H -0.93372 -2.43438 -1.66982
H 1.55689 -2.25552 -1.72714
H -2.14507 -3.48679 -3.41308
H -2.30878 -2.12408 -5.14861
H -1.33804 -0.05796 -4.62386
H -0.80441 -2.74882 -5.81153
H 2.62225 -1.49875 -5.19950
H 1.18377 0.24670 -4.60327
P 0.00160 -1.96045 1.54073
C 0.62251 -1.62236 3.26603
H 0.41418 -2.52915 3.85617
H 0.09314 -0.75886 3.70570
H 1.70344 -1.41702 3.23938
C -1.62303 -2.76508 1.96401
H -1.44583 -3.48249 2.78855
H -2.00863 -3.28626 1.06873
H -2.32597 -1.97570 2.28599
C 1.04704 -3.51107 1.26696
H 0.64348 -4.05585 0.38899
H 0.98689 -4.11580 2.20047
H 2.09053 -3.18808 1.07447
P -2.27646 0.61903 -0.83816
C -2.38377 2.05534 -2.02616
H -3.34774 1.97386 -2.55426
H -1.53890 2.04439 -2.73332
H -2.36942 2.98059 -1.41845
C -3.56501 -0.64918 -1.28846
H -3.45142 -0.97047 -2.33512
H -4.56093 -0.20275 -1.09235
H -3.43340 -1.51186 -0.61081
C -3.40793 1.50198 0.40211
H -4.25879 1.85444 -0.19672
H -2.86299 2.34733 0.86395
H -3.72877 0.78537 1.18208
S -1.28346 0.58107 2.12641
C -0.84500 1.59319 3.57136
N -0.95050 2.11683 4.64205
*
```

Summary:
Frontier orbital gap (alpha / beta) ... 6.70 / 5.37 eV
LUMO level (alpha / beta) ... -0.2787 / -0.3278 Ha
E ... -59668.6801 eV
HOMO energy (alpha / beta) ... -14.2838 / -14.2936 eV
<S²> ... 3.777
Molar mass ... 639.864 g/mol



Computed, not measured: a structure of composition C14H26BF6O12SZr in a non-equilibrium geometry, with ωB97M-V/def2-TZVPD.

ORCA input file:
```
! RIJCOSX wB97M-V def2-TZVPD def2/J DEFGRID3
* xyz -1 1
Zr 3.41372 -0.10008 0.40975
B 1.37876 -0.88337 -0.11125
H 0.31480 -1.26094 -0.27770
H 2.13505 -1.67914 0.08059
H 1.75545 -0.29289 -0.97744
H 1.37932 -0.19427 0.76632
O 4.08243 0.41574 -1.53554
C 4.59457 -0.52520 -2.44025
C 4.86202 -1.91754 -1.79258
O 4.35702 -2.26790 -0.49334
H 5.51251 -0.14609 -2.91683
H 4.02202 -0.57662 -3.37857
H 5.95331 -2.03343 -1.76362
H 4.56177 -2.63205 -2.57212
O 3.14880 0.52916 2.40153
C 3.22871 -0.18251 3.60423
C 3.23294 -1.73657 3.38447
O 3.80310 -2.15789 2.13455
H 2.46702 0.15186 4.31896
H 4.17054 0.10605 4.08916
H 2.19754 -2.09819 3.34214
H 3.77730 -2.23932 4.19002
C -1.01830 2.06315 -2.96137
C 0.14673 1.81728 -2.06015
O 0.02340 2.58636 -0.86529
C 0.98249 2.63263 0.05646
O 1.97612 1.97897 0.02790
C 0.79043 3.76534 1.11414
F 1.00502 3.27862 2.31825
F 1.68760 4.68741 0.78765
F -0.42073 4.33705 1.10617
H -1.77321 1.29050 -2.80401
H -0.76701 2.04245 -4.02330
H -1.47689 3.05076 -2.88073
H 1.02684 2.20654 -2.58154
H 0.26850 0.76074 -1.82943
C -2.07509 0.09519 2.61115
C -2.24911 1.57101 2.30759
O -3.33053 1.74395 1.37918
C -3.74274 2.99612 1.18839
O -3.34557 3.96823 1.75468
C -4.73169 3.06937 -0.00963
F -5.76287 3.86942 0.32581
F -4.17356 3.64791 -1.07522
F -5.19774 1.87452 -0.34439
H -1.46065 -0.31270 1.80912
H -3.04717 -0.39786 2.59850
H -1.57645 -0.04414 3.56755
H -1.27401 1.93476 1.98580
H -2.42538 2.06794 3.26264
C -2.75301 -4.64139 -0.87511
C -3.81711 -4.35215 -1.94062
O -3.18073 -3.41973 -2.81112
S -2.34761 -2.34162 -1.90523
O -3.15386 -1.30262 -1.33250
O -1.11285 -2.02320 -2.57077
O -2.03513 -3.45445 -0.69145
H -2.04353 -5.40882 -1.18755
H -3.29407 -4.82778 0.05455
H -4.65543 -3.80033 -1.51413
H -4.01382 -5.28823 -2.45445
*
```

Summary:
Frontier orbital gap ... 5.79 eV
LUMO level ... 0.0732 Ha
E ... -68604.9318 eV
HOMO energy ... -3.8033 eV
Molar mass ... 634.441 g/mol



Computed, not measured: the molecule C30H42N2O5P2S in a non-equilibrium geometry, with ωB97M-V/def2-TZVPD.

ORCA input file:
```
! RIJCOSX wB97M-V def2-TZVPD def2/J DEFGRID3
* xyz 0 1
C -6.85020 2.85450 4.78318
P -6.55792 1.23749 3.87000
O -7.98859 0.29715 4.08772
C -6.38516 1.50712 2.02353
C -7.37041 2.32294 1.30961
C -8.57423 3.04823 1.99622
C -8.33589 4.61034 2.21915
C -6.90028 5.10672 1.84254
O -5.98346 5.13443 2.61939
O -6.62580 5.58899 0.55072
C -7.23830 2.52866 -0.19419
P -8.39901 3.55507 -1.22906
S -7.35295 4.30749 -2.72082
C -6.13035 1.89278 -0.85959
C -5.10832 1.07523 -0.13414
N -4.07222 0.55456 -0.89289
C -3.17673 -0.13499 -0.15150
C -3.32870 -0.34368 1.31681
C -2.20130 -1.16081 2.06157
C -1.51242 -2.24194 1.15979
O -0.56845 -3.06224 1.86063
C 0.09346 -3.85522 0.84222
C 1.53479 -3.31680 0.51171
O 2.04852 -4.15360 -0.56308
C 3.21552 -3.60349 -1.09201
C 3.24699 -2.68392 -2.23457
C 4.49677 -2.12646 -2.78480
C 5.81713 -2.49959 -2.20975
C 7.12414 -1.92067 -2.85348
C 6.87938 -1.97347 -4.44558
C 8.41002 -2.85888 -2.62525
C 7.42918 -0.40443 -2.52130
C 7.19363 0.04964 -1.03050
C 5.65935 0.40017 -0.70168
C 7.82294 -0.88615 0.07497
C 7.95355 1.45403 -0.88234
C 5.76425 -3.43761 -1.07513
C 4.53068 -3.97659 -0.52083
N -4.33131 0.12792 2.09775
C -5.21427 0.85661 1.31371
H -6.05164 3.62082 4.57287
H -7.83467 3.35162 4.55342
H -6.89478 2.58763 5.87993
H -8.44640 0.67183 4.86587
H -9.45243 2.96221 1.28727
H -8.87109 2.50303 2.92356
H -8.55648 4.84940 3.29038
H -9.07630 5.20971 1.60995
H -7.33626 6.20888 0.28519
H -9.46668 2.78508 -1.76696
H -8.81728 4.66501 -0.44853
H -6.01674 2.00624 -1.96448
H -2.29460 -0.55687 -0.69361
H -2.73523 -1.66783 2.92044
H -1.46903 -0.44976 2.54122
H -0.91960 -1.67876 0.37022
H -2.30844 -2.80850 0.60452
H -0.48735 -3.78837 -0.12519
H 0.08084 -4.94972 1.11372
H 2.22130 -3.27153 1.39633
H 1.44133 -2.28254 0.05952
H 2.26189 -2.42244 -2.69448
H 4.44274 -1.44910 -3.66428
H 6.18510 -1.14121 -4.75072
H 7.87098 -1.75071 -4.92443
H 6.51935 -2.98393 -4.76942
H 8.86024 -3.10223 -3.62958
H 9.15756 -2.32518 -1.97359
H 8.12700 -3.84739 -2.17491
H 6.81876 0.24006 -3.21219
H 8.51806 -0.21958 -2.77397
H 5.10432 0.53361 -1.67135
H 5.64052 1.37552 -0.13525
H 5.21059 -0.41857 -0.08532
H 7.23598 -0.75373 1.03427
H 8.86336 -0.51779 0.30377
H 7.79575 -1.97773 -0.15249
H 7.91460 1.78090 0.19796
H 9.03769 1.36585 -1.19462
H 7.47832 2.23501 -1.53091
H 6.73789 -3.75566 -0.62663
H 4.49684 -4.70282 0.33376
*
```

Summary:
Frontier orbital gap ... 7.06 eV
LUMO level ... -0.0328 Ha
E ... -74416.8097 eV
HOMO energy ... -7.9511 eV
Molar mass ... 604.690 g/mol
SMILES ... CP(O)c1c(CCC(=O)O)c([PH2]=S)cc2ncc(CCOCCOc3ccc(C(C)(C)CC(C)(C)C)cc3)nc12



Computed, not measured: the molecule C22H22N4O5S2 in a non-equilibrium geometry, with ωB97M-V/def2-TZVPD.

ORCA input file:
```
! RIJCOSX wB97M-V def2-TZVPD def2/J DEFGRID3
* xyz 0 1
C -6.90977 -3.19960 0.73610
C -5.90226 -2.10071 0.60090
C -5.02054 -1.82943 1.63722
C -4.08502 -0.81593 1.54042
C -4.03358 -0.06468 0.38113
N -3.06714 0.99104 0.25873
C -1.74509 0.61633 0.04833
O -1.45592 -0.55852 -0.03495
C -0.75313 1.70515 -0.06205
C 0.53368 1.27560 -0.24400
C 1.76890 1.94162 -0.36399
C 2.21171 3.25593 -0.31922
C 3.59970 3.21689 -0.48230
C 3.93967 1.89025 -0.61286
C 5.26920 1.25926 -0.84028
N 5.40029 0.01044 -0.11859
C 6.53759 -0.80374 -0.47469
C 6.17941 -1.83974 -1.55551
C 5.22875 -2.79076 -1.04350
N 4.47526 -3.53315 -0.61091
S 4.97984 0.03908 1.52241
C 3.56878 -1.07312 1.59789
O 6.05451 -0.53839 2.27576
O 4.56250 1.37053 1.84784
O 2.85423 1.12174 -0.55860
C -1.19371 3.09506 0.01398
O -0.50237 4.08502 -0.09805
N -2.55285 3.25148 0.22674
C -3.49541 2.27711 0.36373
S -5.06224 2.68490 0.64771
C -4.89712 -0.32538 -0.66862
C -5.83962 -1.33674 -0.56961
C -6.77630 -1.60184 -1.70649
H -7.92065 -2.80496 0.64024
H -6.77052 -3.94511 -0.04597
H -6.81921 -3.68948 1.70179
H -5.06650 -2.41923 2.54092
H -3.40395 -0.61012 2.35156
H 0.62364 0.19314 -0.30332
H 1.59242 4.11754 -0.18308
H 4.27285 4.04877 -0.48553
H 6.04675 1.98132 -0.55195
H 5.38096 1.03972 -1.91048
H 7.36542 -0.18024 -0.83378
H 6.86218 -1.31068 0.43656
H 5.74536 -1.34749 -2.42967
H 7.08125 -2.37472 -1.86328
H 3.89287 -2.05694 1.28458
H 3.22839 -1.08868 2.62557
H 2.80068 -0.68927 0.94235
H -2.88777 4.20695 0.29680
H -4.83826 0.27400 -1.56551
H -7.80979 -1.48001 -1.38449
H -6.66005 -2.62267 -2.06883
H -6.58800 -0.91755 -2.52915
*
```

Summary:
Frontier orbital gap ... 7.16 eV
LUMO level ... -0.0430 Ha
E ... -61039.3091 eV
HOMO energy ... -8.3319 eV
Molar mass ... 486.575 g/mol
SMILES ... Cc1ccc(N2C(=O)/C(=C/c3ccc(CN(CCC#N)S(C)(=O)=O)o3)C(=O)NC2=S)cc1C



Computed, not measured: a structure of composition C25H26BrIrN5O in a non-equilibrium geometry, with ωB97M-V/def2-TZVPD.

ORCA input file:
```
! RIJCOSX wB97M-V def2-TZVPD def2/J DEFGRID3
* xyz 3 1
Ir -0.38673 0.10333 0.07769
C 1.47407 5.59355 1.42626
C 1.93803 4.87744 2.53442
C 1.70460 3.53228 2.65169
C 0.98152 2.84855 1.63065
C 0.49232 3.59012 0.52890
C 0.74482 4.93422 0.42420
N 0.76130 1.52440 1.67566
N 1.24343 0.77894 2.61912
C 0.98800 -0.50513 2.66661
C 1.52961 -1.30161 3.71231
C 1.17213 -2.61621 3.82379
C 0.24461 -3.14569 2.91119
C -0.21432 -2.34857 1.88473
N 0.15977 -1.07588 1.71034
H 1.66907 6.65147 1.34396
H 2.49274 5.38829 3.30819
H 2.05295 2.96078 3.49901
H -0.08116 3.07606 -0.22843
H 0.38406 5.48911 -0.42772
H 2.20347 -0.82944 4.40763
H 1.57426 -3.23752 4.60905
H -0.11249 -4.15680 3.01114
H -0.93332 -2.73614 1.17434
O -6.41050 1.45260 0.78417
C -5.13893 1.16955 0.82963
C -4.46278 0.66396 1.95552
C -3.12482 0.35699 1.87019
N -2.42010 0.53847 0.74824
C -3.06350 1.05715 -0.30482
Br -1.86713 1.27153 -1.80360
C -4.38644 1.38029 -0.35127
H -6.89919 1.28757 1.60705
H -4.99403 0.50876 2.88067
H -2.58396 -0.04994 2.71313
H -4.87208 1.76571 -1.23530
C 0.87639 -3.16264 -4.28942
N -0.08991 -3.01829 -3.18482
C -1.02152 -1.91191 -3.45877
C 0.55791 -2.89854 -1.83741
C 1.50450 -1.72584 -1.71094
C 2.82256 -1.86686 -2.15277
C 3.71393 -0.80791 -2.12866
C 3.29892 0.43516 -1.68466
C 2.00565 0.58719 -1.20685
C 1.13626 -0.50473 -1.13362
H 0.34073 -3.31807 -5.22438
H 1.52650 -4.01960 -4.12560
H 1.47954 -2.26162 -4.38192
H -0.63768 -3.88646 -3.17242
H -0.46725 -0.98087 -3.56239
H -1.74725 -1.81667 -2.65190
H -1.55850 -2.09384 -4.38830
H 1.10245 -3.82719 -1.65832
H -0.24563 -2.81555 -1.10400
H 3.16555 -2.82648 -2.50909
H 4.72344 -0.94298 -2.48771
H 3.95975 1.28606 -1.72174
H 1.69440 1.57947 -0.89267
*
```

Summary:
Frontier orbital gap (alpha / beta) ... 5.37 / 5.36 eV
LUMO level (alpha / beta) ... -0.4150 / -0.4151 Ha
E ... -108697.5829 eV
HOMO energy (alpha / beta) ... -16.6572 / -16.6576 eV
Molar mass ... 684.638 g/mol



Computed, not measured: a structure of composition CH3BrNO3S in a non-equilibrium geometry, with ωB97M-V/def2-TZVPD.

ORCA input file:
```
! RIJCOSX wB97M-V def2-TZVPD def2/J DEFGRID3
* xyz -1 1
C 0.06416 1.07446 0.81994
N 2.21439 -1.56824 -1.04262
O -2.16649 1.28613 -0.52057
O -1.69219 -0.84482 0.70818
O -0.46054 -0.25337 -1.36908
S -1.19511 0.25281 -0.17945
Br 1.57033 -0.61294 0.35237
H 0.25696 2.10348 0.57331
H -0.04388 0.73140 1.87927
H 1.45236 -2.16891 -1.22134
*
```

Summary:
Frontier orbital gap (alpha / beta) ... 7.04 / 7.03 eV
LUMO level (alpha / beta) ... 0.0902 / 0.0902 Ha
E ... -89592.8704 eV
HOMO energy (alpha / beta) ... -4.5833 / -4.5765 eV
Molar mass ... 189.010 g/mol



Computed, not measured: a structure of composition F2H2K4NO5S2 in a non-equilibrium geometry, with ωB97M-V/def2-TZVPD.

ORCA input file:
```
! RIJCOSX wB97M-V def2-TZVPD def2/J DEFGRID3
* xyz 3 1
K -1.05627 -1.17521 -2.83257
K 5.10098 -1.22284 -1.28709
K -2.65655 2.08468 3.13518
K 1.30111 -3.11513 3.33064
N -0.05291 -0.03606 -0.70839
S -0.55279 -0.48136 0.81511
O -1.39613 0.52271 1.37549
O 0.27818 -1.22386 1.70726
F -1.56675 -1.57127 0.30833
S 1.39492 0.48767 -0.33658
O 2.38468 -0.55405 -0.21750
O 1.49777 1.64274 0.46885
F 1.74872 1.02221 -1.78587
O -2.30466 1.25454 -1.68030
H -1.45310 0.85887 -1.46409
H -2.66721 1.50635 -0.82844
*
```

Summary:
Frontier orbital gap ... 10.92 eV
LUMO level ... -0.3094 Ha
E ... -104145.1458 eV
HOMO energy ... -19.3398 eV
Molar mass ... 354.540 g/mol



Look up the E of the sixth one. -108697.5829 eV



The lowest E belongs to which entry? C25H26BrIrN5O



The lowest molar mass belongs to which entry? CH3BrNO3S



Among the records above, which one has the lowest molar mass? CH3BrNO3S